# 1
ORCA calculation (wB97M-V/def2-TZVPD) on a structure of composition C12H30BaN4O10.

The geometry in XYZ format:
```
57
C12H30BaN4O10 (wB97M-V/def2-TZVPD)
Ba -0.13 0.36 1.26
N 1.13 3.54 2.62
O 0.29 4.40 2.21
O 0.83 2.32 2.78
O 2.31 3.90 2.73
N 1.48 3.42 -0.88
O 1.19 3.36 -2.11
O 1.41 2.42 -0.13
O 1.98 4.48 -0.45
C -3.36 -1.32 1.38
O -1.97 -1.56 1.25
C -1.63 -2.94 1.10
C -0.12 -3.24 1.14
N 0.82 -2.13 0.77
C 2.08 -2.36 1.48
C 3.10 -1.35 1.02
O 2.73 -0.01 1.36
C 3.84 0.82 1.03
H -3.73 -1.87 2.26
H -4.01 -1.75 0.62
H -3.45 -0.27 1.67
H -2.00 -3.11 0.08
H -2.11 -3.59 1.83
H 0.00 -4.11 0.48
H 0.07 -3.77 2.08
H 0.98 -2.34 -0.21
H 2.43 -3.40 1.41
H 2.01 -2.38 2.57
H 3.27 -1.45 -0.06
H 4.08 -1.66 1.39
H 4.75 0.69 1.62
H 3.47 1.82 1.25
H 4.15 0.82 -0.02
C 0.69 -2.43 -3.28
O 1.06 -1.70 -2.12
C 1.05 -0.28 -2.24
C -0.31 0.39 -2.39
N -1.23 -0.12 -1.39
C -2.57 0.54 -1.39
C -2.73 1.98 -0.81
O -2.07 2.05 0.44
C -2.45 3.21 1.18
H 1.55 -2.71 -3.89
H -0.10 -2.01 -3.90
H 0.48 -3.42 -2.84
H 1.82 0.08 -2.93
H 1.55 0.06 -1.32
H -0.55 0.20 -3.45
H -0.15 1.47 -2.32
H -1.55 -1.03 -1.72
H -3.25 -0.01 -0.73
H -3.13 0.40 -2.32
H -3.80 2.16 -0.67
H -2.41 2.72 -1.55
H -3.54 3.36 1.19
H -2.12 4.15 0.72
H -2.15 3.20 2.22
```

Its net charge is 0. The LUMO energy comes out at -0.6 eV. The calculation puts the orbital gap at 6.8735 eV. As for the HOMO energy: -0.275 Ha.

=====

# 2
ORCA calculation (wB97M-V/def2-TZVPD) on the ion CH4NO with charge +1.

The geometry in XYZ format:
```
7
CH4NO (wB97M-V/def2-TZVPD)
C 1.18 -0.33 0.03
N -1.24 -0.04 -0.06
O -0.17 -0.85 0.01
H 1.86 -1.14 -0.15
H 1.16 0.70 0.10
H -1.19 1.09 0.03
H -2.20 -0.40 0.20
```

Its net charge is +1. The LUMO energy (alpha / beta) comes out at -7.5 / -6.9 eV. The calculation puts the orbital gap (alpha / beta) at 8.3409 / 9.5959 eV. As for the HOMO energy (alpha / beta): -0.583 / -0.607 Ha.

=====

# 3
ORCA calculation (wB97M-V/def2-TZVPD) on a cluster of 15 separate species, C60H165N15O15 in total.

The geometry in XYZ format:
```
255
C60H165N15O15 (wB97M-V/def2-TZVPD)
C 4.20 3.47 -3.83
C 3.10 4.01 -2.91
C 3.72 4.46 -1.60
O 4.16 3.35 -0.79
C 4.70 3.75 0.48
N 2.40 5.21 -3.44
H 4.51 2.50 -3.42
H 4.93 4.25 -4.04
H 3.75 3.26 -4.80
H 2.38 3.21 -2.68
H 2.97 4.95 -1.00
H 4.50 5.24 -1.76
H 5.72 4.06 0.46
H 4.61 2.90 1.19
H 4.13 4.50 0.99
H 2.26 5.09 -4.41
H 1.46 5.36 -3.02
C -1.31 1.85 4.55
C -1.21 2.52 3.21
C -2.48 2.20 2.38
O -2.63 3.10 1.26
C -3.90 2.80 0.69
N -1.09 3.97 3.47
H -1.50 0.73 4.53
H -2.11 2.34 5.11
H -0.37 1.99 5.05
H -0.27 2.21 2.70
H -3.32 2.36 3.05
H -2.43 1.22 2.04
H -4.05 1.76 0.66
H -3.85 3.04 -0.36
H -4.78 3.35 1.14
H -2.00 4.25 3.89
H -1.04 4.34 2.50
C -0.11 3.57 -0.56
C 0.02 5.09 -0.48
C -1.27 5.77 -0.72
O -1.73 5.58 -2.08
C -3.08 5.22 -2.25
N 0.41 5.42 0.89
H -0.79 3.13 0.16
H 0.90 3.18 -0.42
H -0.37 3.43 -1.61
H 0.81 5.45 -1.12
H -1.15 6.88 -0.59
H -2.03 5.41 -0.03
H -3.11 4.14 -2.03
H -3.45 5.51 -3.26
H -3.81 5.81 -1.61
H 1.20 4.92 1.21
H 0.60 6.39 1.11
C -4.45 -0.73 -2.22
C -4.59 0.82 -2.43
C -4.50 1.07 -3.92
O -4.45 2.48 -4.03
C -4.17 2.88 -5.36
N -5.77 1.35 -1.80
H -4.56 -0.82 -1.15
H -3.41 -0.95 -2.39
H -5.21 -1.35 -2.73
H -3.69 1.30 -2.05
H -5.42 0.70 -4.37
H -3.61 0.56 -4.28
H -3.94 3.91 -5.39
H -5.00 2.64 -6.05
H -3.35 2.31 -5.79
H -6.56 0.73 -1.88
H -5.96 2.30 -2.02
C -3.88 -1.34 4.70
C -4.60 -1.71 3.37
C -3.75 -2.55 2.49
O -4.37 -2.50 1.20
C -3.72 -3.28 0.19
N -5.85 -2.42 3.69
H -4.51 -0.88 5.43
H -2.98 -0.82 4.66
H -3.74 -2.29 5.22
H -4.74 -0.79 2.75
H -3.71 -3.60 2.79
H -2.71 -2.17 2.38
H -3.65 -4.36 0.48
H -2.67 -3.02 0.01
H -4.27 -3.11 -0.72
H -6.54 -1.83 4.17
H -6.14 -2.71 2.77
C -7.93 -4.52 -1.67
C -7.43 -3.10 -1.49
C -8.59 -2.21 -2.01
O -8.17 -0.83 -2.02
C -9.36 -0.08 -2.34
N -7.21 -2.81 -0.10
H -7.12 -5.19 -1.48
H -8.44 -4.81 -2.61
H -8.63 -4.69 -0.82
H -6.54 -2.91 -2.11
H -9.52 -2.41 -1.40
H -8.77 -2.45 -3.07
H -10.20 -0.31 -1.65
H -9.69 -0.33 -3.32
H -8.99 0.92 -2.19
H -6.39 -3.19 0.36
H -7.15 -1.81 0.04
C -0.13 -4.07 5.22
C -0.81 -4.27 3.86
C 0.10 -4.01 2.69
O 0.81 -2.75 2.90
C 0.01 -1.58 2.79
N -1.42 -5.57 3.74
H 0.66 -4.73 5.45
H -0.91 -4.34 5.92
H 0.11 -3.06 5.46
H -1.64 -3.63 3.73
H -0.49 -4.01 1.76
H 0.87 -4.74 2.55
H -0.36 -1.48 1.78
H 0.70 -0.76 2.99
H -0.83 -1.64 3.44
H -2.15 -5.61 4.51
H -0.76 -6.27 3.94
C 7.47 -4.56 0.83
C 6.84 -3.35 1.50
C 6.03 -3.71 2.79
O 4.91 -4.48 2.50
C 3.96 -4.56 3.53
N 7.93 -2.40 1.82
H 7.74 -4.09 -0.12
H 6.81 -5.43 0.80
H 8.38 -4.91 1.31
H 6.18 -2.93 0.73
H 5.69 -2.79 3.25
H 6.73 -4.22 3.45
H 3.65 -3.54 3.84
H 4.38 -5.01 4.44
H 3.15 -5.17 3.19
H 8.60 -2.93 2.42
H 7.52 -1.67 2.40
C -0.63 -3.80 -1.54
C 0.71 -4.26 -2.12
C 1.74 -4.68 -1.14
O 3.01 -4.73 -1.86
C 4.04 -5.00 -0.92
N 0.47 -5.28 -3.17
H -1.15 -4.60 -0.93
H -1.38 -3.69 -2.38
H -0.51 -2.89 -0.97
H 1.01 -3.30 -2.49
H 1.49 -5.74 -0.90
H 1.74 -3.99 -0.34
H 3.77 -5.91 -0.34
H 4.02 -4.22 -0.11
H 5.01 -5.01 -1.40
H -0.11 -4.87 -3.91
H 1.30 -5.60 -3.58
C 3.11 -1.34 0.30
C 2.72 -0.84 -1.09
C 1.53 0.05 -0.92
O 0.42 -0.80 -0.60
C -0.78 -0.04 -0.39
N 3.71 -0.01 -1.76
H 3.92 -2.09 0.24
H 2.27 -1.81 0.82
H 3.49 -0.48 0.85
H 2.53 -1.65 -1.83
H 1.31 0.66 -1.73
H 1.79 0.70 -0.07
H -0.63 0.55 0.50
H -1.64 -0.75 -0.27
H -0.98 0.65 -1.22
H 3.83 0.92 -1.41
H 4.62 -0.46 -1.89
C -0.24 -0.87 -4.12
C 0.38 0.03 -5.17
C 1.14 1.18 -4.57
O 0.44 1.95 -3.59
C -0.41 2.83 -4.29
N 1.41 -0.64 -5.98
H -0.20 -1.91 -4.39
H -1.28 -0.59 -3.91
H 0.36 -0.89 -3.24
H -0.47 0.42 -5.80
H 1.60 1.76 -5.41
H 1.92 0.79 -4.02
H -1.30 2.32 -4.74
H 0.16 3.46 -5.03
H -0.89 3.41 -3.51
H 1.03 -1.30 -6.65
H 1.84 -1.24 -5.25
C 2.32 3.99 3.52
C 2.61 2.88 4.58
C 4.09 2.44 4.35
O 4.54 1.56 5.42
C 3.84 0.32 5.46
N 2.28 3.36 5.85
H 2.75 3.75 2.52
H 2.84 4.90 3.92
H 1.32 4.36 3.41
H 1.98 2.00 4.30
H 4.58 3.38 4.40
H 4.22 1.97 3.33
H 4.10 -0.36 4.59
H 2.78 0.41 5.56
H 4.29 -0.14 6.32
H 2.60 2.79 6.67
H 1.32 3.75 6.00
C 9.22 1.10 3.00
C 7.72 1.19 2.83
C 7.25 0.86 1.38
O 7.66 1.91 0.55
C 7.39 1.50 -0.79
N 7.12 0.15 3.68
H 9.62 0.06 2.83
H 9.49 1.46 3.98
H 9.62 1.78 2.25
H 7.32 2.16 3.17
H 6.19 0.89 1.42
H 7.56 -0.17 1.04
H 7.85 0.54 -1.08
H 7.78 2.20 -1.50
H 6.27 1.32 -0.95
H 6.07 0.20 3.65
H 7.33 0.25 4.66
C -7.82 2.62 2.66
C -8.76 1.84 1.73
C -9.24 2.76 0.64
O -10.28 2.23 -0.15
C -11.10 3.25 -0.75
N -8.20 0.64 1.22
H -7.18 1.93 3.18
H -8.42 3.13 3.41
H -7.21 3.37 2.18
H -9.65 1.55 2.26
H -8.34 2.95 0.01
H -9.55 3.72 1.14
H -10.52 4.21 -0.78
H -11.96 3.40 -0.12
H -11.29 2.85 -1.71
H -7.37 0.73 0.61
H -8.84 -0.08 0.90
C 4.87 -1.13 -5.44
C 4.62 -2.50 -4.82
C 5.80 -2.91 -3.93
O 5.97 -1.99 -2.91
C 7.32 -1.96 -2.35
N 3.45 -2.41 -3.95
H 5.91 -0.93 -5.70
H 4.56 -0.27 -4.93
H 4.39 -1.04 -6.41
H 4.47 -3.19 -5.61
H 6.68 -3.00 -4.55
H 5.59 -3.91 -3.57
H 7.22 -1.50 -1.38
H 8.00 -1.40 -3.05
H 7.68 -2.96 -2.28
H 3.45 -2.99 -3.16
H 3.28 -1.46 -3.65
```

Its net charge is 0. The LUMO energy comes out at 0.6 eV. The calculation puts the orbital gap at 9.1507 eV. As for the HOMO energy: -0.315 Ha.

=====

Per-record ΔE to the lowest compared entry with this formula, charge and spin, kJ/mol: 0.00, 436.63, 424.52